{
  "formula": "C12H48N4O17",
  "method": "the ωB97M-V functional and the def2-TZVPD basis",
  "spin_multiplicity": 1,
  "e_lumo_ev": -0.221,
  "e_tot_ev": -53990.132,
  "homo_energy_ev": -9.34,
  "smiles": "NC(N)=O.NC(N)=O.OCCO.OCCO.OCCO.OCCO.OCCO.O.O.O.O.O",
  "symbols": ["N", "C", "N", "O", "H", "H", "H", "H", "N", "C", "N", "O", "H", "H", "H", "H", "O", "C", "C", "O", "H", "H", "H", "H", "H", "H", "O", "C", "C", "O", "H", "H", "H", "H", "H", "H", "O", "C", "C", "O", "H", "H", "H", "H", "H", "H", "O", "C", "C", "O", "H", "H", "H", "H", "H", "H", "O", "C", "C", "O", "H", "H", "H", "H", "H", "H", "O", "H", "H", "O", "H", "H", "O", "H", "H", "O", "H", "H", "O", "H", "H"],
  "xyz": [[-23.1362, 8.9362, -5.6007], [-22.4511, 9.4658, -6.6554], [-21.3154, 10.1141, -6.3346], [-22.8178, 9.2935, -7.8173], [-24.0183, 8.5300, -5.8590], [-22.5555, 8.4123, -4.9665], [-21.1084, 10.3915, -5.3944], [-20.6127, 10.1167, -7.0550], [-21.5852, 4.4435, -7.5084], [-22.3370, 5.3605, -6.8721], [-23.6425, 5.0736, -6.8541], [-21.8014, 6.3637, -6.3700], [-22.0751, 3.6105, -7.7905], [-20.5726, 4.4893, -7.4479], [-24.3038, 5.7001, -6.4282], [-23.8914, 4.3177, -7.4741], [-27.2313, 6.4977, -2.0502], [-27.1669, 5.6275, -3.1802], [-25.7443, 5.2519, -3.4931], [-25.0467, 6.2845, -4.2021], [-28.0794, 6.9473, -2.0738], [-27.7863, 4.7648, -2.9238], [-27.5409, 6.2017, -4.0359], [-25.6487, 4.3118, -4.0483], [-25.1991, 5.0727, -2.5615], [-25.7048, 6.4788, -4.8840], [-20.1867, 7.8953, -9.2124], [-19.9571, 6.8473, -10.1594], [-19.0985, 7.3767, -11.3105], [-19.9019, 7.9371, -12.3318], [-20.8156, 7.5423, -8.5667], [-19.3224, 6.1158, -9.6386], [-20.8891, 6.3724, -10.4631], [-18.5929, 6.4709, -11.6605], [-18.3618, 8.0893, -10.9411], [-19.7464, 8.8802, -12.4037], [-26.3109, 7.0974, -6.7768], [-26.9249, 8.3384, -6.4038], [-28.3255, 8.4118, -7.0119], [-29.2423, 7.6420, -6.1951], [-25.9808, 7.2139, -7.6760], [-26.8962, 8.4425, -5.3206], [-26.3654, 9.2083, -6.7704], [-28.2985, 8.0267, -8.0342], [-28.8377, 9.3709, -6.9507], [-29.0539, 6.7009, -6.3707], [-18.7709, 4.2720, -7.7050], [-18.1235, 4.8623, -6.5307], [-18.7922, 4.3129, -5.2749], [-17.8183, 4.1719, -4.2300], [-18.2884, 4.6791, -8.4316], [-17.1052, 4.4887, -6.6249], [-18.2732, 5.9404, -6.5602], [-19.1408, 3.3024, -5.5060], [-19.5887, 4.9716, -4.9296], [-18.2672, 3.9142, -3.4217], [-25.5513, 2.2955, -7.2054], [-25.9032, 0.9686, -7.6487], [-27.0363, 1.0622, -8.6586], [-28.1726, 1.6678, -8.1081], [-24.7403, 2.0346, -6.7479], [-25.0259, 0.4512, -8.0536], [-26.1833, 0.3645, -6.7779], [-27.3603, 0.0655, -8.9595], [-26.6314, 1.6008, -9.5245], [-27.8951, 2.4804, -7.6728], [-23.1424, 7.1464, -9.5782], [-23.7441, 6.4681, -9.2578], [-23.4678, 7.9680, -9.1814], [-25.9769, 5.6505, -9.3239], [-25.4023, 5.1748, -9.9326], [-26.6014, 6.1113, -9.8953], [-23.8151, 2.3222, -5.0061], [-24.0816, 2.2975, -4.0823], [-23.3946, 3.1859, -5.1132], [-23.1086, 2.7989, -9.3153], [-23.5243, 2.1965, -9.9404], [-22.8348, 3.5550, -9.8489], [-28.3977, 5.0328, -6.5368], [-27.4784, 5.2296, -6.7689], [-28.7323, 4.5200, -7.2786]]
}



{
  "formula": "C12H48O18",
  "method": "the ωB97M-V functional and the def2-TZVPD basis",
  "spin_multiplicity": 1,
  "e_lumo_ev": -0.583,
  "e_tot_ev": -50075.166,
  "homo_energy_ev": -9.80,
  "smiles": "OCCO.OCCO.OCCO.OCCO.OCCO.OCCO.O.O.O.O.O.O",
  "symbols": ["O", "C", "C", "O", "H", "H", "H", "H", "H", "H", "O", "C", "C", "O", "H", "H", "H", "H", "H", "H", "O", "C", "C", "O", "H", "H", "H", "H", "H", "H", "O", "C", "C", "O", "H", "H", "H", "H", "H", "H", "O", "C", "C", "O", "H", "H", "H", "H", "H", "H", "O", "C", "C", "O", "H", "H", "H", "H", "H", "H", "O", "H", "H", "O", "H", "H", "O", "H", "H", "O", "H", "H", "O", "H", "H", "O", "H", "H"],
  "xyz": [[-3.5167, -0.0113, -0.0090], [-4.5431, -0.9824, 0.1526], [-4.0399, -2.4067, 0.2884], [-5.2039, -3.2057, 0.4311], [-2.9407, -0.1293, 0.7675], [-5.2417, -0.7448, 0.9672], [-5.2568, -0.8704, -0.6690], [-3.3457, -2.4982, 1.1308], [-3.4417, -2.7259, -0.5670], [-5.0435, -4.0852, 0.0829], [-1.1840, -3.6187, 0.1431], [0.1581, -4.1118, 0.2374], [0.4324, -4.8810, 1.5201], [-0.2945, -6.1090, 1.4515], [-1.5605, -3.8165, -0.7137], [0.4057, -4.6286, -0.6839], [0.7500, -3.1883, 0.2935], [0.0556, -4.3191, 2.3772], [1.4960, -5.0703, 1.6590], [-0.9103, -6.2107, 2.1767], [-0.0711, 1.9913, 2.5249], [0.7100, 2.2167, 3.6939], [2.0720, 2.7809, 3.4042], [2.8921, 1.8319, 2.7000], [0.2416, 2.5486, 1.8000], [0.1334, 2.8571, 4.3669], [0.8629, 1.2546, 4.1964], [2.6125, 3.1690, 4.2698], [1.9236, 3.6361, 2.7233], [3.5339, 2.3156, 2.1743], [-2.6345, -0.1582, 2.5309], [-2.5856, -1.3994, 3.2448], [-1.2180, -2.0346, 3.0962], [-0.2648, -1.4549, 3.9794], [-1.8838, 0.3718, 2.8250], [-2.8537, -1.1791, 4.2810], [-3.3479, -2.0807, 2.8641], [-0.8435, -1.9528, 2.0727], [-1.2969, -3.1005, 3.3369], [0.4389, -0.9955, 3.4746], [-0.8182, 1.0343, -1.0257], [-0.1377, -0.0478, -0.3889], [1.2483, -0.2858, -0.9529], [1.2626, -0.4939, -2.3622], [-0.2090, 1.7875, -0.8817], [-0.1544, 0.0593, 0.6982], [-0.7199, -0.9611, -0.5538], [1.6655, -1.1368, -0.4165], [1.9271, 0.5614, -0.7877], [0.9955, 0.3355, -2.7904], [3.5043, 3.0000, -3.1132], [3.8554, 4.0010, -4.0627], [5.3712, 4.0155, -4.1612], [5.8680, 3.0005, -5.0054], [2.5798, 2.7487, -3.2573], [3.4261, 3.7132, -5.0270], [3.5267, 5.0007, -3.7533], [5.6443, 3.8828, -3.1025], [5.8387, 4.9412, -4.4859], [5.7344, 2.1354, -4.6056], [-2.9732, 2.8739, -1.0896], [-3.8951, 2.7503, -0.8454], [-2.5927, 1.9786, -1.0574], [0.7938, 2.0417, -3.5254], [0.4456, 1.9025, -4.4182], [0.5629, 2.9535, -3.3083], [-2.5634, -0.5062, -2.5980], [-1.8568, 0.0934, -2.8536], [-2.7195, -0.2952, -1.6479], [1.6264, -0.5150, 2.2969], [1.5406, 0.4426, 2.1582], [2.5757, -0.6739, 2.2949], [0.5275, 3.4538, -0.6098], [1.3807, 3.8866, -0.4720], [-0.0418, 4.1291, -1.0066], [0.8257, -3.1917, -2.6987], [-0.1076, -3.3994, -2.6011], [0.8666, -2.2200, -2.5784]]
}



{
  "formula": "C12H4AlCl5N2O4Se",
  "method": "the ωB97M-V functional and the def2-TZVPD basis",
  "spin_multiplicity": 1,
  "e_lumo_ev": -1.782,
  "e_tot_ev": -158235.484,
  "homo_energy_ev": -9.76,
  "symbols": ["Al", "Cl", "C", "C", "C", "Cl", "C", "Cl", "C", "Cl", "C", "Cl", "O", "Se", "O", "O", "O", "N", "C", "C", "C", "C", "N", "C", "C", "H", "H", "H", "H"],
  "xyz": [[0.1256, -1.4571, -0.0833], [-2.4519, 0.1150, 0.5761], [-2.1409, -0.0422, -1.1279], [-1.0159, -0.7625, -1.5184], [-0.8251, -0.9303, -2.8850], [0.5149, -1.8805, -3.4172], [-1.6868, -0.3787, -3.8313], [-1.4085, -0.6031, -5.5085], [-2.7859, 0.3632, -3.3982], [-3.8518, 1.0631, -4.5436], [-3.0250, 0.5317, -2.0339], [-4.3851, 1.4294, -1.4950], [1.8843, -2.8668, 2.5292], [1.1633, -3.3806, 1.1971], [-0.4279, -2.6465, 1.1292], [1.6428, -2.4073, -0.1248], [1.1480, -4.9238, 0.8319], [2.7342, 4.1797, 3.7696], [2.3101, 3.2990, 3.1685], [1.7728, 2.1981, 2.4131], [1.7116, 2.2712, 1.0241], [1.1838, 1.1985, 0.3416], [0.7368, 0.1033, 0.9699], [0.7997, 0.0286, 2.3050], [1.3113, 1.0619, 3.0643], [2.0651, 3.1424, 0.4937], [1.1046, 1.2070, -0.7387], [0.4418, -0.8881, 2.7528], [1.3541, 0.9756, 4.1396]]
}



{
  "formula": "C12H4Cl5N2O4Pt",
  "method": "the ωB97M-V functional and the def2-TZVPD basis",
  "spin_multiplicity": 3,
  "charge": -1,
  "e_lumo_ev": [2.422, 1.454],
  "e_tot_ev": -89537.404,
  "homo_energy_ev": [-5.08, -4.94],
  "s_squared": 2.010,
  "symbols": ["Pt", "O", "C", "O", "C", "C", "C", "C", "C", "N", "H", "H", "H", "H", "O", "N", "O", "Cl", "C", "C", "C", "Cl", "C", "Cl", "C", "Cl", "C", "Cl"],
  "xyz": [[0.3296, 0.2868, -0.7095], [3.2982, -2.4281, 0.0367], [2.4505, -1.5498, 0.0109], [1.5112, -1.4120, -0.8635], [2.4135, -0.5329, 1.1513], [3.0715, -0.7286, 2.3502], [2.8122, 0.1410, 3.3964], [1.8624, 1.1438, 3.2231], [1.2541, 1.2809, 1.9900], [1.5879, 0.4991, 0.9579], [3.7372, -1.5757, 2.4341], [3.3015, 0.0137, 4.3538], [1.5788, 1.7946, 4.0379], [0.4945, 2.0242, 1.7863], [-2.6456, 1.7720, -0.6889], [1.5020, 3.9686, -0.7068], [2.3935, 3.3030, -0.9902], [-0.2752, -2.2011, -2.9956], [-1.6255, -1.3376, -2.3379], [-1.4012, -0.1439, -1.6346], [-2.5636, 0.5773, -1.2680], [-0.4445, 2.3898, -0.4081], [-3.8423, 0.0251, -1.5091], [-5.2247, 0.9354, -0.9897], [-4.0073, -1.1908, -2.1438], [-5.5949, -1.8245, -2.4133], [-2.8864, -1.8746, -2.5980], [-3.0876, -3.3558, -3.4715]]
}